ORCA calculation (ωB97M-V/def2-TZVPD) on a gas-phase ion, C3H8N5 (charge +1) in a non-equilibrium geometry.

Element x y z (Å)
C  1.5950  -1.0196  -0.0085
N  1.8901  0.4389  -0.0449
C  0.6754  1.2858  -0.2174
C  -0.6583  0.4845  -0.4793
N  -1.2453  -0.0410  -1.6573
N  -2.3564  -0.6431  -1.1821
N  -2.4431  -0.5119  0.1330
N  -1.4279  0.1931  0.6690
H  0.9179  -1.3401  0.8496
H  2.5865  -1.5477  0.1832
H  1.2359  -1.4279  -1.0087
H  2.2821  0.6599  0.8744
H  0.8300  2.0015  -1.0870
H  0.5747  1.9535  0.7037
H  -3.2276  -0.9406  0.6339
H  -1.2289  0.4547  1.6382

Properties
Total charge   +1
Multiplicity   1
SMILES   CNCc1nn[nH][nH+]1
Electronic energy   -10680.8242 eV
Strongest force on any atom   5.15 eV/Å
Orbital gap   8.1 eV
Lowest unoccupied orbital energy   -5.3 eV
ΔE to the lowest compared entry with this formula, charge and spin   84.3 kcal per mole


ORCA calculation (ωB97M-V/def2-TZVPD) on 2 unconnected molecules or ions with the total composition C10H16 in a non-equilibrium geometry.

Element x y z (Å)
C  1.4219  -0.3243  -1.4419
C  0.7811  1.0386  -1.3839
C  1.4523  2.1429  -1.8890
C  0.9079  3.4216  -1.7490
C  -0.3994  3.5619  -1.3034
C  -1.0729  2.4650  -0.7930
C  -0.4348  1.2309  -0.7378
H  1.8625  -0.5811  -0.4722
H  2.2309  -0.3308  -2.1699
H  0.7046  -1.1137  -1.6538
H  2.3292  2.0475  -2.5249
H  1.5361  4.2619  -1.9677
H  -0.8489  4.5404  -1.4286
H  -2.0429  2.5922  -0.3323
H  -0.8776  0.4291  -0.1740
C  0.5895  -2.1196  1.9031
C  -0.8517  -2.4699  2.3852
C  -1.8483  -2.4952  1.2210
H  1.2599  -2.9453  1.7079
H  0.4106  -1.3196  1.1834
H  1.0682  -1.5600  2.7102
H  -1.1130  -1.6758  3.0628
H  -0.7536  -3.3836  2.9770
H  -2.2933  -1.5047  1.0960
H  -2.7005  -3.1292  1.4611
H  -1.3179  -2.7792  0.3134

Properties
Multiplicity   1
SMILES   Cc1ccccc1.CCC
Electronic energy   -10628.9452 eV
Strongest force on any atom   2.27 eV/Å
Orbital gap   10.0 eV
Lowest unoccupied orbital energy   1.0 eV
ΔE to the lowest compared entry with this formula, charge and spin   18.4 kcal per mole


ORCA calculation (ωB97M-V/def2-TZVPD) on a molecular structure, C4H10ErO2 in a non-equilibrium geometry.

Element x y z (Å)
C  -0.8992  -1.2705  -0.7451
O  -1.4187  -0.2543  0.1987
C  -0.9327  -0.3128  1.5184
C  0.5779  -0.1465  1.5957
O  0.9495  0.9012  0.7058
C  2.3001  1.3179  0.8357
H  -1.7810  -1.7003  -1.2431
H  -0.3957  -2.0693  -0.1764
H  -1.2070  -1.2711  1.9900
H  -1.4174  0.5183  2.0485
H  1.1127  -1.0657  1.3104
H  0.8687  0.1149  2.6241
H  2.4403  1.8162  1.8053
H  2.9763  0.4547  0.7438
H  2.5070  2.0383  0.0366
H  -0.0854  -0.8102  -2.6878
Er  -0.0955  0.8938  -1.4263

Properties
Total charge   +1
Multiplicity   4
Electronic energy   -36015.2361 eV
Strongest force on any atom   4.44 eV/Å
Orbital gap (alpha / beta)   5.7 / 5.7 eV
Lowest unoccupied orbital energy (alpha / beta)   -5.1 / -5.0 eV
ΔE to the lowest compared entry with this formula, charge and spin   0.0 kcal per mole
⟨S²⟩   3.76


ORCA calculation (ωB97M-V/def2-TZVPD) on a molecular structure, C33H42GeN4O4S2Ti in a non-equilibrium geometry.

Element x y z (Å)
Ti  -0.3813  0.5900  -0.4925
C  2.2906  -0.0018  4.8237
C  2.3205  -1.0383  3.6960
C  2.2541  -2.4704  4.3266
C  3.6083  -0.8391  2.8597
O  1.1772  -0.9103  2.8274
Ge  -0.1623  0.3629  2.7336
O  0.3700  1.5643  1.2654
C  0.9980  2.7995  1.5292
C  0.6564  3.1370  3.0066
C  2.4890  2.5137  1.2658
C  0.4250  3.9362  0.6497
O  -0.9378  -0.6407  1.2186
C  -1.2763  -2.0190  1.5395
C  -1.4344  -2.2634  3.0616
C  -2.6405  -2.2462  0.9141
C  -0.3072  -3.0133  1.0482
H  3.1957  -0.1833  5.4607
H  2.3025  1.0549  4.4783
H  1.4392  -0.2145  5.4671
H  3.1445  -2.6180  4.9246
H  1.3457  -2.6920  5.0245
H  2.1174  -3.2361  3.5169
H  4.4790  -0.7239  3.5523
H  3.8834  -1.6220  2.1673
H  3.5593  0.0899  2.2527
H  1.0025  2.4064  3.7267
H  1.0174  4.1434  3.3126
H  -0.4491  3.2630  3.0797
H  2.9211  1.9917  2.0987
H  2.5261  1.8527  0.3888
H  3.0136  3.4352  1.1095
H  -0.6486  4.1200  0.9026
H  1.0257  4.8337  0.7809
H  0.4491  3.5520  -0.3444
H  -2.0943  -1.5143  3.6249
H  -2.0687  -3.1651  3.0787
H  -0.4799  -2.2765  3.5677
H  -3.3753  -1.5629  1.3755
H  -2.6324  -2.1206  -0.1510
H  -2.9924  -3.2259  1.0950
H  0.7193  -2.7483  1.2743
H  -0.6401  -4.0095  1.3887
H  -0.3923  -3.1123  -0.0152
N  4.0341  0.0206  -1.7793
C  2.6775  0.3484  -1.6523
S  1.7107  -0.7532  -0.5589
N  2.1377  1.2961  -2.3062
N  0.8225  1.6535  -2.0373
C  0.4587  2.7618  -2.6223
C  -0.7905  3.4403  -2.5039
C  -1.0847  4.6049  -3.3264
C  -2.3331  5.1697  -3.3237
C  -3.3793  4.7272  -2.5219
C  -3.1553  3.6603  -1.6834
C  -1.8638  2.9850  -1.6576
O  -1.6502  1.8753  -0.9221
H  4.1912  -0.9786  -1.6559
H  4.5823  0.5015  -2.5112
H  1.1405  3.3839  -3.2148
H  -0.3441  4.9112  -4.0380
H  -2.6107  5.9756  -3.9826
H  -4.3842  5.1087  -2.7068
H  -3.8511  3.1613  -0.9992
S  -1.7131  -2.3279  -3.9216
C  -3.1624  -1.5773  -3.1831
C  -4.4430  -1.7013  -3.5776
C  -5.3777  -0.9479  -2.9476
C  -4.9926  -0.1140  -1.8949
C  -3.6816  -0.0391  -1.4530
C  -2.7156  -0.8382  -2.0331
N  -1.3492  -0.9099  -1.7087
C  -0.7312  -1.8915  -2.4933
C  0.5578  -2.5544  -2.3737
C  0.8137  -3.6664  -3.2151
C  1.9770  -4.3954  -3.1495
C  2.9960  -4.0696  -2.2651
C  2.8479  -3.0287  -1.4286
C  1.6293  -2.2168  -1.5003
H  -4.6673  -2.2255  -4.5012
H  -6.4266  -0.9270  -3.2653
H  -5.7016  0.4971  -1.4168
H  -3.5283  0.5857  -0.5661
H  -0.0184  -3.9205  -3.7905
H  2.0725  -5.1542  -3.8623
H  3.8804  -4.7217  -2.1912
H  3.6082  -2.8874  -0.6695

Properties
Total charge   -1
Multiplicity   4
Electronic energy   -150357.9875 eV
Strongest force on any atom   3.90 eV/Å
Orbital gap (alpha / beta)   4.3 / 7.2 eV
Lowest unoccupied orbital energy (alpha / beta)   2.5 / 2.4 eV
ΔE to the lowest compared entry with this formula, charge and spin   22.0 kcal per mole
⟨S²⟩   3.81


ORCA calculation (ωB97M-V/def2-TZVPD) on 7 unconnected molecules or ions with the total composition C42H35F7 in a non-equilibrium geometry.

Element x y z (Å)
F  17.1797  22.6182  5.7717
C  17.3675  22.9300  7.0912
C  17.7163  24.2371  7.4140
C  17.9013  24.6230  8.7563
C  17.7635  23.6291  9.7347
C  17.4494  22.3581  9.3698
C  17.1729  21.9292  8.0217
H  17.8076  24.8471  6.5093
H  18.2220  25.6109  9.0177
H  17.9825  23.9140  10.7606
H  17.4272  21.5317  10.1096
H  16.8058  20.9024  7.7765
F  12.9532  23.3199  7.1754
C  12.7039  22.3408  8.1355
C  11.3970  21.8011  8.2206
C  11.1958  20.8299  9.2000
C  12.2274  20.3768  10.0516
C  13.4569  21.0418  9.9171
C  13.7435  21.9747  8.9314
H  10.5192  22.1218  7.5794
H  10.2102  20.3340  9.2399
H  11.9625  19.6295  10.7641
H  14.3139  20.8517  10.6162
H  14.6898  22.4379  8.8757
F  16.0561  9.9071  12.0228
C  14.8736  9.5417  11.5907
C  14.5665  8.1948  11.5814
C  13.3606  7.8378  11.1239
C  12.4318  8.7477  10.6186
C  12.7457  10.0987  10.6315
C  14.0109  10.5250  11.1606
H  15.3339  7.5064  11.9556
H  13.0289  6.7957  11.1523
H  11.5663  8.3445  10.1604
H  12.1350  10.9142  10.2607
H  14.3762  11.5009  11.1812
F  11.5560  11.2245  4.9700
C  10.8314  11.6298  6.0496
C  10.6731  13.0091  6.1794
C  9.9953  13.4906  7.2697
C  9.5431  12.6386  8.2816
C  9.7537  11.2545  8.1733
C  10.3431  10.7555  7.0459
H  11.2694  13.6041  5.4125
H  10.0387  14.5615  7.3086
H  9.1046  13.0516  9.1700
H  9.5403  10.5787  8.9732
H  10.4812  9.7174  6.8986
F  17.7516  14.5346  6.1809
C  16.9241  13.5028  6.1532
C  17.0747  12.4585  7.0174
C  16.1066  11.4513  6.9309
C  15.0286  11.4486  6.0097
C  14.9068  12.5497  5.1274
C  15.9031  13.5186  5.1554
H  17.8239  12.4367  7.7716
H  16.2172  10.5391  7.5959
H  14.2351  10.7429  5.9929
H  14.0495  12.5894  4.4598
H  15.8652  14.3344  4.4845
F  6.0212  15.5613  10.1413
C  7.3120  15.9424  9.7908
C  8.3736  15.5000  10.5451
C  9.6263  15.9819  10.1975
C  9.7667  16.7340  9.0599
C  8.6770  17.2056  8.3332
C  7.4335  16.8585  8.7733
H  8.2429  14.9078  11.4022
H  10.5371  15.6467  10.7453
H  10.7401  17.0737  8.6921
H  8.8301  17.8338  7.5116
H  6.5351  17.2167  8.2588
F  12.8489  14.4148  10.1104
C  13.3230  15.2359  9.1761
C  13.4940  16.5838  9.4945
C  14.0820  17.4938  8.5893
C  14.4353  17.0204  7.3361
C  14.2396  15.6317  6.9765
C  13.6878  14.7674  7.9336
H  13.2510  16.9166  10.4864
H  14.3309  18.5621  8.8135
H  14.8111  17.7137  6.6229
H  14.5294  15.2209  6.0088
H  13.6598  13.7372  7.6988

Properties
Multiplicity   1
SMILES   Fc1ccccc1.Fc1ccccc1.Fc1ccccc1.Fc1ccccc1.Fc1ccccc1.Fc1ccccc1.Fc1ccccc1
Electronic energy   -63142.0048 eV
Strongest force on any atom   3.25 eV/Å
Orbital gap   9.7 eV
Lowest unoccupied orbital energy   0.6 eV
ΔE to the lowest compared entry with this formula, charge and spin   39.4 kcal per mole


ORCA calculation (ωB97M-V/def2-TZVPD) on ClFHOPS in the gas phase in a non-equilibrium geometry.

Element x y z (Å)
O  -0.5400  0.7921  -1.0225
P  0.1372  -0.4218  -0.0469
F  0.5637  0.8678  1.3575
S  1.7161  -1.5251  -0.5452
Cl  -1.4385  -1.2988  0.7028
H  -0.4385  1.5860  -0.4458

Properties
Multiplicity   1
SMILES   O[P@](F)(=S)Cl
Electronic energy   -37429.0613 eV
Strongest force on any atom   4.33 eV/Å
Orbital gap   9.8 eV
Lowest unoccupied orbital energy   -0.5 eV
ΔE to the lowest compared entry with this formula, charge and spin   36.9 kcal per mole


ORCA calculation (ωB97M-V/def2-TZVPD) on 2 unconnected molecules or ions with the total composition C16H20F3I3NO3S in a non-equilibrium geometry.

Element x y z (Å)
C  0.3798  -0.8455  -2.7545
C  0.7638  -1.4815  -1.6553
C  0.9011  -2.0477  -0.1570
C  0.2292  -3.4443  0.1576
I  -0.8691  -4.4485  -1.4265
C  0.3947  -3.9826  1.6351
C  1.2081  -3.1110  2.6988
N  1.8281  -1.8071  2.3698
C  2.5703  -1.0161  3.4267
I  1.1830  0.5273  4.2152
C  3.2037  -1.9223  4.6048
C  3.8146  -0.8622  5.7071
I  4.9255  -3.0139  3.8123
C  1.6785  -1.2532  0.9986
C  2.2594  0.1790  0.5314
C  1.0632  1.2820  0.2751
C  1.7389  2.7369  0.4944
F  1.9339  3.0279  1.8852
F  3.0593  2.8289  -0.1242
F  0.9155  3.7694  -0.1222
H  0.2333  -0.2963  -3.7650
H  -0.1067  -4.9852  1.9383
H  1.2507  -3.5863  3.7554
H  3.4666  -0.4176  2.9808
H  2.4484  -2.5618  5.1861
H  4.2179  0.0992  5.2239
H  4.6059  -1.4055  6.3672
H  2.9306  -0.6257  6.4324
H  2.7129  -0.0018  -0.5302
H  3.1166  0.5877  1.1720
H  0.6911  1.2080  -0.8280
H  0.1980  1.1031  1.0287
O  -2.0881  1.5218  -4.7373
S  -2.8346  2.1549  -3.6780
O  -2.6500  1.7947  -2.2942
O  -4.4135  2.0830  -4.0287
C  -4.9896  0.8130  -4.3249
C  -5.2529  0.0144  -3.0621
C  -2.6558  3.9113  -3.8300
H  -4.3598  0.2533  -5.0230
H  -5.9389  1.0058  -4.8314
H  -4.3164  -0.2816  -2.5826
H  -5.8177  -0.8927  -3.2904
H  -5.8133  0.6098  -2.3366
H  -2.8533  4.1977  -4.8628
H  -1.6317  4.1696  -3.5581
H  -3.3555  4.3973  -3.1499

Properties
Total charge   +1
Multiplicity   1
Electronic energy   -67822.7001 eV
Strongest force on any atom   6.88 eV/Å
Orbital gap   7.6 eV
Lowest unoccupied orbital energy   -4.9 eV
ΔE to the lowest compared entry with this formula, charge and spin   111.8 kcal per mole


ORCA calculation (ωB97M-V/def2-TZVPD) on C4H4N2 in the gas phase in a non-equilibrium geometry.

Element x y z (Å)
C  2.9904  0.1502  0.2032
C  3.6251  1.1860  0.0043
C  2.2836  -1.1131  0.0669
C  -0.5149  0.7198  0.0451
N  1.1527  -0.8132  -0.3682
N  0.3852  0.0535  -0.7081
H  2.6866  -2.0532  0.1282
H  0.0904  1.6586  0.4230
H  -1.3770  1.1083  -0.6825
H  -0.7511  0.1713  1.0461

Properties
Multiplicity   1
Electronic energy   -7184.6268 eV
Strongest force on any atom   5.37 eV/Å
Orbital gap (alpha / beta)   7.0 / 7.0 eV
Lowest unoccupied orbital energy (alpha / beta)   -1.7 / -1.7 eV
ΔE to the lowest compared entry with this formula, charge and spin   185.9 kcal per mole